(1)
ORCA calculation (the ωB97M-V functional and the def2-TZVPD basis) on a molecular structure, C39H34CaCl7Ge2N2O4.

```
89
Properties=species:S:1:pos:R:3
Ca 0.350 0.273 -1.383
O -1.500 0.043 0.376
C -2.340 1.011 0.568
C -3.731 0.788 0.385
C -4.658 1.789 0.562
C -4.261 3.078 0.938
C -2.915 3.325 1.098
C -1.945 2.332 0.916
C -0.552 2.738 1.014
N 0.469 1.996 0.864
C 1.772 2.617 1.014
C 2.781 1.872 0.156
N 2.308 1.778 -1.209
C 3.102 2.160 -2.132
C 2.884 2.115 -3.561
C 3.783 2.831 -4.364
C 3.685 2.867 -5.735
C 2.651 2.133 -6.340
C 1.770 1.400 -5.590
C 1.840 1.345 -4.163
O 1.023 0.615 -3.510
H -4.031 -0.199 0.054
H -5.707 1.577 0.387
H -4.989 3.868 1.066
H -2.576 4.326 1.349
H -0.413 3.809 1.236
H 2.083 2.546 2.062
H 1.741 3.681 0.739
H 2.873 0.854 0.545
H 3.771 2.344 0.223
H 4.073 2.587 -1.839
H 4.582 3.377 -3.867
H 4.389 3.434 -6.331
H 2.551 2.138 -7.421
H 0.982 0.821 -6.056
Cl -1.657 3.323 -2.576
C -2.595 1.848 -2.783
C -1.974 0.651 -2.492
C -2.750 -0.472 -2.698
Cl -2.013 -2.028 -2.351
C -4.072 -0.440 -3.129
Cl -4.998 -1.892 -3.347
C -4.663 0.799 -3.375
Cl -6.315 0.891 -3.897
C -3.916 1.963 -3.206
Cl -4.650 3.506 -3.513
Cl 1.934 -4.109 -3.280
C 2.186 -2.354 -3.523
Cl 3.411 -2.080 -4.774
C 2.537 -1.695 -2.159
O 3.661 -1.251 -1.972
O 1.539 -1.701 -1.368
H 1.251 -1.942 -3.886
C 3.749 -1.406 1.631
Ge 2.120 -2.460 1.957
C 2.358 -3.224 3.780
C 2.226 -3.984 0.710
Ge -0.015 -1.183 1.716
C -0.096 0.014 3.284
C -1.290 0.560 3.757
C -1.296 1.498 4.782
C -0.105 1.910 5.364
C 1.094 1.373 4.911
C 1.092 0.442 3.881
C -1.419 -2.554 2.006
C -1.081 -3.899 2.174
C -2.051 -4.874 2.375
C -3.393 -4.524 2.415
C -3.751 -3.194 2.242
C -2.777 -2.227 2.034
H 4.611 -2.053 1.821
H 3.829 -0.535 2.284
H 3.781 -1.088 0.587
H 3.292 -3.792 3.824
H 1.529 -3.893 4.023
H 2.390 -2.436 4.535
H 3.203 -3.971 0.223
H 1.470 -3.907 -0.071
H 2.107 -4.931 1.242
H -2.233 0.268 3.312
H -2.238 1.917 5.119
H -0.109 2.645 6.161
H 2.033 1.686 5.355
H 2.039 0.045 3.529
H -0.042 -4.203 2.142
H -1.753 -5.910 2.494
H -4.153 -5.282 2.565
H -4.796 -2.906 2.253
H -3.085 -1.206 1.861
```

Strongest force on any atom = 0.733 eV/Å
Expectation value of S² = 0.7548
2S+1 = 2
LUMO level (alpha / beta) = 4.08 / 4.08 eV
Net charge = -2
Frontier orbital gap (alpha / beta) = 0.1988 / 0.2513 Eh
Highest occupied orbital energy (alpha / beta) = -1.33 / -2.76 eV

***

(2)
ORCA calculation (the ωB97M-V functional and the def2-TZVPD basis) on a molecular structure, C36H41AuN4O2Si at a distorted geometry.

```
85
Properties=species:S:1:pos:R:3
Au -1.464 -0.151 0.642
C 1.285 -2.401 -0.679
C 0.107 -3.343 -0.727
C 0.046 -4.324 -1.714
C -1.006 -5.227 -1.761
C -2.012 -5.146 -0.810
C -1.986 -4.177 0.190
C -3.112 -4.089 1.191
C -0.914 -3.273 0.235
N -0.919 -2.219 1.191
C -0.866 -2.446 2.519
O -0.641 -3.498 3.110
C -1.123 -1.200 3.367
C -1.091 -1.203 4.745
C -1.356 -0.015 5.413
C -1.648 1.144 4.701
C -1.660 1.076 3.324
N -1.401 -0.076 2.721
C -1.928 2.280 2.421
O -2.215 3.348 2.957
N -1.784 2.003 1.111
C -1.847 3.002 0.100
C -2.855 2.891 -0.878
C -4.005 1.927 -0.687
C -2.821 3.725 -1.992
C -1.829 4.686 -2.133
C -0.895 4.848 -1.119
C -0.900 4.035 0.017
C 0.067 4.303 1.142
H 1.898 -2.503 -1.584
H 1.922 -2.606 0.187
H 0.975 -1.357 -0.584
H 0.846 -4.387 -2.447
H -1.043 -5.987 -2.536
H -2.843 -5.846 -0.840
H -3.930 -4.752 0.907
H -3.501 -3.066 1.256
H -2.764 -4.366 2.188
H -0.866 -2.131 5.256
H -1.336 0.009 6.496
H -1.859 2.093 5.172
H -4.516 2.126 0.261
H -3.686 0.887 -0.651
H -4.731 2.032 -1.495
H -3.609 3.642 -2.740
H -1.802 5.326 -3.010
H -0.144 5.631 -1.195
H 0.812 5.044 0.842
H 0.586 3.395 1.456
H -0.469 4.676 2.016
C -0.141 -1.076 -4.437
C -0.826 0.175 -3.861
C 0.152 1.357 -3.767
C -2.066 0.560 -4.686
C -1.274 -0.140 -2.491
N -1.600 -0.353 -1.421
H 0.181 -0.860 -5.459
H -0.822 -1.930 -4.453
H 0.735 -1.350 -3.842
H 0.442 1.645 -4.779
H 1.051 1.080 -3.211
H -0.311 2.217 -3.273
H -1.741 0.852 -5.686
H -2.591 1.404 -4.229
H -2.760 -0.279 -4.774
C 2.044 1.386 -0.336
Si 2.557 0.457 1.201
C 2.193 1.276 2.838
C 4.278 -0.206 1.106
C 5.141 -0.147 2.207
C 6.406 -0.728 2.161
C 6.832 -1.380 1.012
C 5.989 -1.447 -0.093
C 4.728 -0.867 -0.043
H 2.536 2.369 -0.410
H 0.961 1.554 -0.354
H 2.322 0.805 -1.226
H 2.781 2.193 3.004
H 2.408 0.579 3.654
H 1.138 1.547 2.889
H 4.824 0.359 3.115
H 7.061 -0.664 3.024
H 7.813 -1.838 0.978
H 6.315 -1.959 -0.993
H 4.077 -0.933 -0.915
```

Strongest force on any atom = 1.149 eV/Å
Expectation value of S² = 2.0103
2S+1 = 3
LUMO level (alpha / beta) = -0.05 / -0.70 eV
Net charge = 0
Frontier orbital gap (alpha / beta) = 0.2349 / 0.2710 Eh
Highest occupied orbital energy (alpha / beta) = -6.44 / -8.07 eV

***

(3)
ORCA calculation (the ωB97M-V functional and the def2-TZVPD basis) on 2 unconnected molecules or ions with the total composition C2H5NO3S at a distorted geometry.

```
12
Properties=species:S:1:pos:R:3
C -2.750 -0.590 -0.222
C -1.383 -0.217 -0.578
N -1.475 -0.592 0.597
O 1.713 -0.133 -1.299
O 1.104 1.080 0.686
O 3.464 0.320 0.612
S 1.953 -0.187 0.145
H -3.471 0.134 0.181
H -3.132 -1.650 -0.330
H -0.640 0.157 -1.229
H 4.160 0.632 0.059
H 0.457 1.047 1.379
```

Strongest force on any atom = 2.126 eV/Å
LUMO level = 0.69 eV
Net charge = 0
Frontier orbital gap = 0.4066 Eh
Highest occupied orbital energy = -10.37 eV

***

(4)
ORCA calculation (the ωB97M-V functional and the def2-TZVPD basis) on a molecular structure, C30H44MnN14O2 at a distorted geometry.

```
91
Properties=species:S:1:pos:R:3
Mn 0.130 -0.683 -1.884
C 0.110 -5.209 -2.426
N -0.059 -3.763 -2.330
C 1.065 -2.918 -2.729
C -1.195 -3.261 -1.787
N -1.343 -1.985 -1.571
C -2.498 -1.359 -1.052
C -3.743 -1.950 -0.820
C -4.753 -1.273 -0.160
C -4.532 0.011 0.307
C -3.335 0.643 0.021
C -2.338 0.006 -0.717
N -1.108 0.598 -1.099
C -0.920 1.891 -1.154
N 0.346 2.387 -1.258
C 0.613 3.701 -1.834
C 1.472 1.593 -0.850
N -1.956 2.789 -1.216
C -2.996 2.610 -2.212
C -1.994 4.003 -0.437
N -2.138 -4.218 -1.406
C -2.895 -4.977 -2.367
C -2.247 -4.566 -0.008
H 1.120 -5.409 -2.772
H -0.578 -5.661 -3.139
H -0.016 -5.694 -1.458
H 1.854 -3.548 -3.132
H 1.482 -2.439 -1.842
H 0.778 -2.188 -3.494
H -3.923 -2.956 -1.152
H -5.701 -1.767 0.011
H -5.290 0.532 0.878
H -3.172 1.644 0.390
H -0.302 4.148 -2.202
H 1.286 3.585 -2.677
H 1.063 4.365 -1.092
H 1.120 0.911 -0.076
H 2.295 2.186 -0.461
H 2.886 0.474 -1.726
H -2.837 1.673 -2.741
H -2.962 3.432 -2.934
H -3.987 2.588 -1.750
H -1.140 4.048 0.237
H -2.906 4.024 0.171
H -1.993 4.900 -1.065
H -2.679 -4.622 -3.374
H -3.972 -4.856 -2.198
H -2.672 -6.050 -2.317
H -1.609 -3.908 0.582
H -1.933 -5.602 0.169
H -3.275 -4.456 0.356
C 2.397 4.716 3.340
C 1.943 3.368 3.833
C 2.635 2.687 4.826
C 2.223 1.440 5.261
C 1.097 0.827 4.715
N 0.712 -0.415 5.245
C -0.219 -1.340 4.804
O -0.876 -1.971 5.616
N -0.368 -1.532 3.457
C 0.602 -1.469 2.419
C 1.978 -1.571 2.681
C 2.819 -1.581 1.534
C 2.296 -1.457 0.284
N 0.954 -1.301 0.012
C 0.132 -1.352 1.135
C 0.381 1.506 3.733
C 0.811 2.752 3.307
H 3.178 5.126 3.980
H 1.573 5.431 3.318
H 2.806 4.658 2.328
H 3.515 3.137 5.271
H 2.783 0.924 6.032
H 0.916 -0.546 6.222
H -1.214 -2.033 3.239
H 2.364 -1.702 3.679
H 3.888 -1.718 1.644
H 2.951 -1.502 -0.582
H -0.934 -1.258 0.968
H -0.515 1.072 3.312
H 0.231 3.266 2.548
N 3.445 2.836 -4.471
N 3.362 2.107 -3.263
N 4.539 2.097 -2.607
C 4.755 1.426 -1.581
N 1.900 0.632 -1.956
N 2.186 1.493 -3.161
H 4.223 3.476 -4.351
H 2.583 3.364 -4.562
H 5.643 1.354 -0.969
O -0.316 -0.373 -3.445
```

Strongest force on any atom = 4.023 eV/Å
Expectation value of S² = 8.8145
2S+1 = 6
LUMO level (alpha / beta) = 0.40 / -1.06 eV
Net charge = 0
Frontier orbital gap (alpha / beta) = 0.1651 / 0.2341 Eh
Highest occupied orbital energy (alpha / beta) = -4.10 / -7.42 eV